(1)
The following is a DFT calculation (the ωB97M-V functional and the def2-TZVPD basis) of a molecular structure, C49H43CaN8O2P2SbSe2 in a non-equilibrium geometry.

Electronic energy   -8885.04055 a.u.
Spin multiplicity   1
ΔE to the lowest compared entry with this formula, charge and spin   0.0 kcal per mole
Lowest unoccupied orbital energy   0.0064 Ha

XYZ file:
```
108
C49H43CaN8O2P2SbSe2 (the ωB97M-V functional and the def2-TZVPD basis)
H -0.580 -5.541 -4.138
H 7.522 0.744 2.290
C 5.676 4.329 1.790
C 4.208 4.218 1.723
C 0.004 -1.731 -3.256
H -3.000 3.459 -3.158
C -3.122 -4.024 0.186
C -2.555 -6.687 -0.373
C -4.573 -1.624 -0.826
C -6.184 -0.742 -2.819
O 3.522 5.282 1.601
H -1.189 3.354 -2.880
C -2.157 -1.112 0.446
C 4.437 1.876 1.864
H -2.798 -3.588 -1.874
C 1.012 1.365 4.125
H 7.494 3.186 2.108
C 0.055 -2.732 -2.241
C 0.800 3.287 2.849
H 3.954 3.756 -3.870
N 1.044 1.998 2.924
N -1.154 4.301 -0.579
C 2.024 5.263 -1.605
H -2.140 6.509 1.710
C -2.293 4.156 -1.285
H 3.119 1.265 -3.678
H 1.538 -0.540 3.181
C 0.722 2.116 5.277
H -3.550 -4.694 2.171
H -0.982 -3.775 -5.803
H -2.277 -7.741 -0.651
Se 2.419 -1.215 -0.645
C -3.383 5.648 0.171
C 6.452 0.702 2.289
H 3.118 5.940 -3.353
Se -4.521 -1.947 2.343
N -0.287 0.159 0.788
H -4.273 6.258 0.461
C 3.389 1.369 -2.645
H -0.758 -1.289 -5.231
C 1.199 -0.166 4.175
C -0.534 -2.106 -4.503
C -0.717 -1.132 0.363
C -1.085 5.063 0.490
C 1.757 4.175 -0.779
C -5.488 0.163 -2.045
C 2.852 5.114 -2.711
N 2.220 2.938 -1.093
C 0.303 3.430 5.145
H 0.094 5.120 3.693
C -0.107 -4.085 -2.572
N 3.657 2.963 1.780
H -2.540 -6.016 -2.437
O 3.947 0.749 1.569
H 2.848 0.623 -2.056
C -2.874 -4.395 -1.102
N -2.492 0.175 0.815
C -6.232 -2.073 -2.492
H 0.207 -0.610 4.345
H -2.289 2.173 -2.183
H -6.695 -0.385 -3.712
H 1.916 -6.686 2.588
H 3.087 -6.193 0.454
C -5.439 -2.543 -1.466
C 1.582 -5.792 2.011
C 6.419 3.218 1.968
C 2.267 -5.558 0.787
H -6.899 -2.730 -3.007
H 6.122 5.312 1.513
N -1.372 0.894 0.966
C -4.658 -0.255 -1.052
C -2.174 3.256 -2.441
C -2.882 -6.258 0.899
C 0.573 -4.903 2.449
C 2.914 2.759 -2.224
H -5.545 1.175 -2.413
Sb 0.982 4.838 1.248
P -3.519 -2.304 0.471
H 6.064 0.034 1.482
H -2.949 -6.959 1.723
N 5.791 2.004 2.187
Ca 1.714 1.559 0.766
H 6.163 0.193 3.253
C -2.219 5.818 0.925
C 0.814 -3.670 0.460
C 0.209 -3.799 1.705
H -0.008 -4.848 -1.826
H -4.038 0.496 -0.556
C -3.223 -4.944 1.168
H 0.273 -0.706 -3.065
H -4.394 4.409 -1.337
H 0.033 -5.079 3.363
C -3.471 4.745 -0.882
P 0.422 -2.190 -0.531
C 0.343 4.049 3.916
C -0.627 -3.459 -4.805
H -5.554 -3.579 -1.045
C -0.464 -4.479 -3.881
C 3.294 3.839 -3.007
H 1.503 6.175 -1.336
H 0.580 1.581 6.211
H -0.391 -2.973 2.071
H 2.399 -4.206 -0.925
H 1.908 -0.455 4.925
H -0.027 3.993 6.011
C -2.614 -5.730 -1.399
C 1.867 -4.481 0.024
H 4.463 1.152 -2.421
```


(2)
The following is a DFT calculation (the ωB97M-V functional and the def2-TZVPD basis) of a molecular structure, C35H70BBe2F3IMgN6O16S in a non-equilibrium geometry.

Electronic energy   -4156.79992 a.u.
Spin multiplicity   1
Lowest unoccupied orbital energy   -0.2886 Ha
Total charge   +1

XYZ file:
```
136
C35H70BBe2F3IMgN6O16S (the ωB97M-V functional and the def2-TZVPD basis)
C 0.049 -0.467 -7.604
Be -2.258 3.640 -8.567
O 2.867 -3.007 7.291
H -0.817 -1.288 3.226
H -0.187 -0.153 -8.632
H 2.719 4.224 -0.511
B 1.542 -3.841 13.334
H 3.054 4.429 -4.057
F 2.031 -4.259 14.564
C 3.280 -3.776 5.129
H 1.639 -2.475 5.712
O -3.339 -0.709 7.893
H 0.277 -2.073 4.079
H 3.046 1.417 -2.594
C 1.385 2.876 -1.672
H 2.409 5.306 -6.011
H -3.718 3.436 -5.059
H -0.961 0.232 -5.829
N 0.903 -1.446 1.596
C -3.490 -3.379 10.176
H -4.237 -4.763 8.671
O 3.902 -5.112 8.084
H 4.017 2.775 -3.074
C 2.195 4.452 -3.366
F 2.460 -3.020 12.699
C -4.160 2.123 -7.439
H -5.069 4.387 -5.808
O -0.843 3.574 -2.535
H 3.306 2.540 -0.613
H -2.573 -3.205 -3.707
O 0.247 -3.120 13.512
H -0.474 2.991 -0.631
S 4.218 -3.870 7.436
C 2.727 2.024 1.758
C -3.592 -1.687 8.534
Mg 0.333 4.251 -6.322
H -0.415 1.790 -3.469
H 0.695 5.833 -6.257
H 0.520 -3.640 2.070
C -0.052 -4.998 12.199
H -1.527 -1.398 -6.319
C -2.405 0.322 -7.438
C -5.175 2.286 -6.271
H -5.297 1.335 -5.739
C 1.749 2.782 0.826
C 1.878 1.336 2.882
H 3.341 1.293 1.217
H 0.816 -2.143 -8.753
H 2.590 -4.624 5.081
H -5.470 2.219 -3.653
H 3.492 -1.701 -4.844
H -0.624 5.519 -1.078
N 1.871 3.071 -3.051
C 2.412 3.171 -0.544
H -6.605 3.508 -4.128
C 0.636 -1.911 -7.697
H 0.766 0.265 -7.208
H -5.478 -3.676 9.324
O -3.239 -2.349 -5.478
C 1.074 -0.905 2.737
H 4.516 -0.411 -5.506
H -2.115 2.318 -3.492
H -2.509 -3.831 10.014
O -0.041 -4.416 1.901
C 1.048 5.090 -4.185
H -3.288 -0.325 -7.330
H -6.154 2.550 -6.699
H -2.222 0.433 -8.517
C -4.425 -3.757 9.043
H 1.159 1.801 -1.580
N 2.199 -0.101 3.045
N 0.161 4.922 -0.852
H 1.577 -2.373 -5.751
O -0.277 -3.241 7.831
C -1.238 -0.395 -6.696
C -5.548 3.267 -3.971
H -3.846 -3.697 11.152
O -1.838 -3.462 12.801
O -0.992 -5.279 7.753
C 1.570 5.818 -5.508
C -3.439 -2.725 -4.222
H -2.870 1.538 -5.724
C -4.786 3.446 -5.322
O -4.151 -2.803 7.999
H -4.093 3.090 -8.030
I 1.963 7.899 -5.106
H -1.500 1.633 -1.994
H -0.171 -2.585 -7.374
C 3.071 2.255 -3.303
H 0.833 1.391 2.546
H 2.971 -0.386 2.461
O 4.432 -4.183 5.862
C -1.216 2.239 -2.863
H 2.283 -3.159 -7.140
C -3.386 -1.867 10.019
H 4.088 1.641 -5.084
F 3.360 -3.505 9.703
C 2.512 0.217 -4.775
C 1.867 -2.200 -6.797
H -4.562 1.358 -8.111
C 0.028 3.601 -1.404
H 2.281 -0.186 -3.779
O 1.223 -5.023 12.477
C 3.484 -0.782 -5.445
H -4.238 -3.490 -4.063
H 2.461 2.316 -5.425
O -0.636 -5.805 11.525
H -4.179 -1.343 10.556
H -2.010 2.453 -7.070
H 0.397 5.737 -3.589
H -5.097 3.903 -3.203
H -3.733 -1.931 -3.504
H 1.020 5.382 -1.119
H 2.512 5.090 -2.530
H 3.407 2.713 2.275
H 0.968 2.043 0.585
H 3.556 -3.480 4.120
Be 0.070 -6.156 6.221
C -0.681 -3.774 12.865
H 3.889 -1.657 -7.361
N -0.306 -4.310 7.336
H 0.370 4.213 -4.497
H -2.412 -1.496 10.323
C 2.691 -2.634 5.928
C -2.775 1.680 -6.803
H 3.242 -1.707 5.754
H 2.791 -0.289 -7.500
H 1.547 0.239 -5.302
N 0.070 -1.152 3.700
H 1.685 -1.194 0.988
C 3.045 1.674 -4.737
H 1.947 1.888 3.826
C 3.029 -1.166 -6.884
H 1.300 3.644 1.325
O 5.278 -3.033 7.852
O 0.392 -4.588 6.286
```


(3)
The following is a DFT calculation (the ωB97M-V functional and the def2-TZVPD basis) of 2 unconnected molecules or ions with the total composition C7H14N3O2 in a non-equilibrium geometry.

Electronic energy   -589.55479 a.u.
Spin multiplicity   1
ΔE to the lowest compared entry with this formula, charge and spin   53.9 kcal per mole
Lowest unoccupied orbital energy (spin up / spin down)   -0.1636 / -0.1636 Ha
Total charge   +1

XYZ file:
```
26
C7H14N3O2 (the ωB97M-V functional and the def2-TZVPD basis)
N 2.287 -2.094 -0.464
C 2.050 -0.834 -0.661
C 2.091 0.230 0.310
H 2.216 1.612 -1.072
C -1.445 0.563 -1.483
N 2.113 1.570 -0.104
H 0.648 0.110 2.434
H -2.290 0.956 -1.976
H -0.302 1.949 0.830
H 2.555 2.194 0.517
C -2.905 0.542 0.675
C -1.528 0.276 0.035
O -0.140 -1.295 1.210
H 2.233 -2.797 -1.250
H 2.746 -2.385 0.376
H 1.490 -0.648 -1.520
N -0.614 0.943 0.938
C -1.156 -1.260 0.268
H -0.529 1.012 -1.864
H 2.612 0.031 1.196
H -3.471 -0.317 1.039
H -3.462 1.128 -0.046
H -1.339 -0.511 -1.888
H -2.571 1.246 1.440
O -1.586 -2.208 -0.324
C 0.298 -0.013 1.382
```


(4)
The following is a DFT calculation (the ωB97M-V functional and the def2-TZVPD basis) of 9 unconnected molecules or ions with the total composition C38H87BN10O12P in a non-equilibrium geometry.

Electronic energy   -3316.72980 a.u.
Spin multiplicity   1
Lowest unoccupied orbital energy   -0.0866 Ha
Total charge   +1

XYZ file:
```
149
C38H87BN10O12P (the ωB97M-V functional and the def2-TZVPD basis)
H 3.860 -5.086 10.004
C -1.817 1.800 -7.190
N -1.178 -6.087 -2.487
H 0.787 1.065 -1.883
H 2.231 0.887 -2.882
H -2.587 -7.464 -3.206
H -9.173 8.449 -6.123
H -5.450 8.564 -5.883
C -8.585 9.331 -5.863
H -1.250 -1.885 5.925
H 6.874 0.685 3.221
H 2.356 -1.568 1.233
C 2.062 0.474 8.819
H 0.830 -2.962 6.388
H 7.305 -2.652 5.641
B -2.138 -0.271 3.005
H 4.311 -3.547 9.241
H -1.608 2.338 -8.113
H 1.319 -0.918 -4.405
H 1.626 -1.880 5.294
C 0.662 -1.605 -1.417
C 6.587 -1.940 6.044
H -2.094 7.988 -3.693
H -4.868 -0.980 -8.835
H 2.000 -0.602 8.565
P 4.547 -0.968 2.908
O 5.174 0.227 2.074
H 0.768 -4.269 4.510
H 4.767 -3.198 2.115
C 1.752 -1.490 -3.585
H -7.907 10.028 -3.499
H 5.185 -6.603 8.413
N -4.946 0.226 -10.548
C 0.675 -2.369 5.487
H 4.783 -2.043 0.775
C -1.929 7.070 -4.251
O 1.659 0.918 9.875
C 6.030 1.175 2.740
H 3.483 -7.100 8.456
C 0.269 -3.308 4.369
C -4.090 6.558 -3.089
H -6.291 7.154 -5.232
H 0.586 -0.593 3.498
H 3.396 2.835 8.912
H 2.198 -4.248 2.605
H -2.378 -2.940 1.869
H -3.369 -0.913 -9.765
H -2.093 -4.233 -2.846
H -5.095 -0.460 -12.524
C -3.007 4.953 -4.589
H 4.577 2.695 3.197
N 2.623 1.207 7.838
H -1.873 7.296 -5.316
H 6.443 1.795 1.947
H -5.090 2.266 -10.636
H 7.068 -0.962 6.008
H 2.839 -1.461 -3.673
H -9.189 9.982 -5.236
H -6.603 -0.528 -11.590
H -0.982 -8.129 -2.871
O 3.244 -3.252 6.734
C 4.294 -2.302 1.712
H 4.771 1.511 4.489
H 0.080 0.432 -8.129
O 0.295 -1.157 -0.325
N -1.445 -2.628 2.092
C 3.071 0.601 6.601
N -0.387 -1.372 5.769
C -1.181 -1.465 2.579
H -5.986 1.028 -12.169
C 0.091 -5.830 -2.842
C -1.736 -7.427 -2.525
C 0.695 -2.800 2.986
O 0.721 1.753 -4.637
O -4.053 1.629 -9.007
H -2.327 0.871 -7.433
C -4.681 1.439 -10.032
H -1.076 1.619 2.745
H 2.618 -4.039 9.285
C 3.586 -4.424 6.786
C -6.421 8.072 -5.806
H 0.652 -0.183 -6.562
H 3.743 -5.033 5.879
H 2.536 1.034 5.753
C -7.121 9.371 -3.905
H 6.353 -2.177 7.078
H -2.826 1.756 2.770
N 1.342 -0.909 -2.318
C 3.640 -4.404 9.188
O -2.135 4.572 -5.355
H 0.148 -3.474 0.910
H -6.778 7.824 -6.802
H 4.918 -2.912 5.088
C -5.699 0.055 -11.775
C 0.276 -1.328 2.764
C 2.150 -3.161 2.731
H 2.300 0.534 -1.135
H -2.022 1.156 1.309
H -0.980 6.625 -3.951
N -0.574 1.520 -6.482
C 2.796 -2.524 1.498
H -0.190 -0.936 6.663
H -3.876 4.324 -4.325
O 0.596 -4.720 -2.827
C -0.229 -3.451 1.928
H 6.020 2.723 4.208
H 1.419 -2.525 -3.642
O 3.298 -0.598 3.600
H -2.068 -7.730 -1.531
H 0.581 -1.007 1.762
N 3.810 -5.099 7.920
H -3.685 6.767 -2.097
H -2.461 2.414 -6.569
H 0.647 -6.726 -3.158
C -2.013 -4.979 -2.056
H -4.752 -1.841 -10.386
C 2.776 2.638 8.037
H 4.298 -6.856 6.902
H -0.425 -4.483 2.233
C -0.321 1.976 -5.248
H -1.575 -4.495 -1.181
C 5.300 2.070 3.718
H 4.595 -1.252 5.637
O -6.123 9.081 -3.268
C -2.001 1.151 2.399
H 4.144 0.758 6.464
C 0.438 0.717 -7.142
N -7.381 8.945 -5.153
H 1.368 1.279 -7.242
H -3.003 -5.351 -1.807
O -3.064 -0.571 3.982
H -4.581 7.455 -3.460
H 2.873 -0.470 6.634
C 5.336 -1.911 5.195
N -3.023 6.149 -3.988
C 1.689 0.478 -2.039
H -0.801 -3.511 4.458
C -4.457 -0.946 -9.844
H 1.804 3.103 8.204
H -2.647 -0.448 4.845
H 3.241 3.075 7.157
H 0.454 -2.639 -1.727
H 2.670 -3.192 0.645
H 2.740 -2.941 3.619
C 4.217 -6.492 7.924
H -4.828 5.762 -3.005
O 5.718 -1.453 3.871
H -1.128 2.582 -4.828
H -8.330 9.866 -6.780
```


(5)
The following is a DFT calculation (the ωB97M-V functional and the def2-TZVPD basis) of a molecular structure, C25H26F6IrN5O5S4Si in a non-equilibrium geometry.

Electronic energy   -4203.79335 a.u.
Spin multiplicity   2
ΔE to the lowest compared entry with this formula, charge and spin   30.6 kcal per mole
Lowest unoccupied orbital energy (spin up / spin down)   -0.1599 / -0.1858 Ha
Total charge   +1
Expectation value of S²   0.79

XYZ file:
```
73
C25H26F6IrN5O5S4Si (the ωB97M-V functional and the def2-TZVPD basis)
C 2.122 -1.244 2.251
C -1.642 2.859 1.868
O -0.792 -4.709 2.307
C -4.923 1.162 1.641
H -5.649 1.947 1.474
C -0.838 1.788 1.546
H -0.484 1.591 -4.474
C -3.761 -1.107 -1.747
C -1.835 -0.814 -3.744
C -1.901 3.818 0.900
C -3.114 -0.182 0.855
C 2.383 -4.148 -1.673
C -3.105 -1.176 -4.076
S 2.659 -0.283 0.881
H 2.342 -1.747 -4.496
H 0.871 2.454 -3.734
H 2.933 -3.873 4.642
N 0.288 -0.182 1.969
C -4.035 0.829 0.631
O -2.128 -0.444 -0.116
H 1.454 -3.775 3.640
H -4.503 -1.253 -0.975
Si 1.109 0.016 -3.314
H -4.045 1.354 -0.316
H -5.573 0.757 3.647
H -2.331 -1.656 2.181
H -5.079 -1.649 -3.337
C -2.096 -5.089 0.014
S 3.248 -2.385 2.858
N -0.346 1.615 0.300
H -3.917 -1.049 4.001
H 3.117 -0.453 -1.945
Ir 0.391 -0.231 -0.045
F 2.081 -5.214 -2.390
C -2.484 -0.713 -1.399
H 3.420 0.731 -3.219
H -2.053 2.925 2.867
S -0.776 -4.171 0.987
C -3.056 -0.866 2.052
C -1.446 -0.584 -2.383
C 2.252 -3.209 4.117
H 0.737 -2.322 -4.048
F -2.913 -4.211 -0.567
H -0.139 2.376 -1.601
H -2.540 4.663 1.117
H -3.365 -1.345 -5.112
H 2.600 1.230 -1.737
C -1.333 3.675 -0.356
H -1.459 4.429 -1.119
F 2.943 -3.226 -2.455
H 1.112 1.558 -5.223
N -0.199 -0.233 -2.052
H -1.091 -0.709 -4.518
F -1.554 -5.861 -0.917
N 0.602 -4.433 0.228
S 0.841 -3.428 -0.958
O 1.365 -2.095 -0.545
C -3.948 -0.515 3.061
F -2.803 -5.839 0.847
C 1.290 -1.463 -4.430
F 3.229 -4.468 -0.709
H 1.835 -2.477 4.803
C 0.586 1.542 -4.265
H 0.939 -1.246 -5.441
N 0.952 -1.075 2.770
O -1.156 -2.778 0.846
O -0.172 -3.404 -1.976
C -0.581 2.543 -0.630
C -0.405 0.758 2.485
C 2.700 0.416 -2.458
H -0.535 0.825 3.558
C -4.077 -1.339 -3.073
C -4.877 0.496 2.861
```